Formula: C3H8N2OS
Source: the Open Molecules 2025 dataset
Level of theory: ωB97M-V/def2-TZVPD

Geometry as XYZ:
```
15
Properties=species:S:1:pos:R:3:forces:R:3
C -1.27713 0.25676 -0.55525 -0.2 -2.4 -4.6
C 0.09085 0.95529 -0.52075 -2.6 0.4 2.6
C 3.26650 -0.62680 -1.01046 -0.5 -2.6 -0.9
N -2.10566 -0.09116 1.54438 -0.2 -0.6 1.4
N -2.20114 0.47224 0.49295 -0.9 1.5 1.3
O 2.57699 0.36114 -0.27891 1.4 1.0 -0.1
S 1.23237 0.16807 0.64376 0.1 -0.8 -0.3
H -1.91850 0.41093 -1.54561 1.7 0.2 1.6
H -1.09916 -0.84540 -0.54510 -0.1 0.7 0.0
H 0.58316 0.88786 -1.45367 0.3 0.6 -1.0
H -0.22524 1.92373 -0.06476 1.2 0.1 -1.1
H 3.25217 -1.66456 -0.51175 0.0 1.6 -0.5
H 4.32661 -0.36606 -1.19712 -0.6 0.4 0.6
H 2.84922 -0.80088 -2.05631 0.1 0.4 1.2
H -2.95627 1.20483 0.34662 0.5 -0.4 -0.3
```
Positions in Å, forces in eV/Å.

The strongest force on any atom is 5.24 eV Å⁻¹. For the HOMO energy, the calculation gives -0.2998 Ha. The energy above the lowest of the compared OMol25 structures with the same formula, charge and spin comes out at 123.0 kcal/mol. Its LUMO energy is 0.78 eV. The total energy comes out at -19099.16780 eV.

Löwdin atomic charge list, values in e, 5 entries: atom 1 (C): -0.309, atom 2 (C): -0.424, atom 3 (C): -0.189, atom 4 (N): 0.084, atom 5 (N): -0.269


Formula: C3H8N2OS
Source: the Open Molecules 2025 dataset
Level of theory: ωB97M-V/def2-TZVPD

Geometry as XYZ:
```
15
Properties=species:S:1:pos:R:3:forces:R:3
C 0.69361 2.21848 -0.60438 -1.6 -1.4 -1.2
S 0.13429 1.56322 0.97492 -0.3 2.1 0.4
C 0.67583 -0.02222 0.98424 2.6 -3.4 -0.3
N 1.33156 -0.62129 0.03596 -2.0 3.4 -0.2
N 1.57978 -1.87831 0.16704 0.8 -3.6 2.3
H 0.58621 1.35816 -1.37524 -0.2 1.9 1.0
H 1.65197 2.61843 -0.68783 2.2 -0.2 0.6
H 0.15263 3.16946 -0.73792 -0.8 -0.9 -0.4
H 0.59984 -0.63010 1.93272 -0.6 0.9 -0.6
H 1.34381 -2.35523 1.06505 0.1 0.5 -1.1
H 1.76142 -2.50790 -0.59083 0.0 0.6 -0.4
C -2.58708 -0.78941 -0.34325 -0.7 1.4 1.5
O -1.42822 -1.14938 -0.30370 -2.2 0.3 -1.0
H -3.27605 -0.81971 0.56133 0.8 -0.7 -0.3
H -3.21960 -0.15420 -1.07811 1.8 -1.0 -0.3
```
Positions in Å, forces in eV/Å.

The strongest force on any atom is 4.34 eV Å⁻¹. For the HOMO energy, the calculation gives -0.2627 Ha. The energy above the lowest of the compared OMol25 structures with the same formula, charge and spin comes out at 98.5 kcal/mol. Its LUMO energy is 0.68 eV. The total energy comes out at -19100.23015 eV.

Löwdin atomic charge list, values in e, 5 entries: atom 1 (C): -0.406, atom 2 (S): 0.829, atom 3 (C): -0.629, atom 4 (N): -0.145, atom 5 (N): -0.037


Formula: C3H8N2OS
Source: the Open Molecules 2025 dataset
Level of theory: ωB97M-V/def2-TZVPD

Geometry as XYZ:
```
15
Properties=species:S:1:pos:R:3:forces:R:3
C -1.56533 1.69008 -0.08694 -1.9 -2.1 -0.3
N -0.53858 0.51209 -0.58360 0.2 1.6 -0.8
C -0.81689 -0.79482 -0.33144 0.7 -2.1 0.0
S -2.25899 -1.67805 0.02628 1.9 1.8 -0.1
N 0.38172 -1.64815 -0.50210 0.5 -1.0 1.3
O 1.61830 -0.96071 -0.76768 -0.2 0.6 1.6
C 1.97292 -0.29694 0.58022 -1.5 -0.5 -0.1
H -2.31011 0.95989 0.67712 2.1 2.5 -2.5
H -1.20346 2.68156 0.56097 -0.2 -3.1 -2.1
H -2.18020 1.97411 -1.10535 1.5 -0.4 3.0
H 0.35068 0.60410 -1.28580 -2.7 0.2 2.6
H 0.60709 -2.45905 0.26736 -1.4 2.7 -2.4
H 2.74331 0.61704 0.54850 -1.9 -2.1 -0.4
H 0.80307 -0.05417 0.75326 3.8 0.4 1.4
H 2.39648 -1.14697 1.24922 -0.8 1.6 -1.0
```
Positions in Å, forces in eV/Å.

The strongest force on any atom is 4.07 eV Å⁻¹. For the HOMO energy, the calculation gives -0.3112 Ha. The energy above the lowest of the compared OMol25 structures with the same formula, charge and spin comes out at 153.9 kcal/mol. Its LUMO energy is 0.61 eV. The total energy comes out at -19097.82874 eV.

Löwdin atomic charge list, values in e, 5 entries: atom 1 (C): -0.068, atom 2 (N): -0.116, atom 3 (C): -0.889, atom 4 (S): 0.521, atom 5 (N): -0.101


Formula: C3H8N2OS
Source: the Open Molecules 2025 dataset
Level of theory: ωB97M-V/def2-TZVPD

Geometry as XYZ:
```
15
Properties=species:S:1:pos:R:3:forces:R:3
C -1.14052 -1.01602 -1.31603 0.6 -4.1 -1.6
S -2.21189 -0.59959 0.12331 1.5 1.2 -1.6
C -1.20137 0.82654 0.59911 0.2 1.2 1.1
O -0.10615 0.37399 1.43206 0.6 -0.3 1.5
C 0.89843 -0.58613 1.22277 -2.4 1.0 -0.8
N 1.86658 -0.37959 0.48417 0.8 1.5 -0.7
N 1.86704 0.85360 -0.15935 4.1 1.5 -0.6
H -0.32875 -1.96677 -1.14708 -2.1 3.0 0.0
H -1.81144 -1.50621 -2.10139 0.6 0.7 1.1
H -0.63959 -0.21838 -1.89456 -0.2 0.0 1.0
H -1.84761 1.53644 1.23737 1.0 -1.5 -0.4
H -0.76487 1.57623 -0.13743 -0.8 -1.6 -0.1
H 0.93629 -1.57874 1.57270 -1.2 -0.9 1.4
H 1.52458 1.72311 0.35087 0.3 -1.9 -0.2
H 2.95926 0.96152 -0.26653 -3.0 0.4 -0.3
```
Positions in Å, forces in eV/Å.

The strongest force on any atom is 4.47 eV Å⁻¹. For the HOMO energy, the calculation gives -0.3268 Ha. The energy above the lowest of the compared OMol25 structures with the same formula, charge and spin comes out at 98.5 kcal/mol. Its LUMO energy is 0.88 eV. The total energy comes out at -19100.23083 eV.

Löwdin atomic charge list, values in e, 5 entries: atom 1 (C): -0.451, atom 2 (S): 0.819, atom 3 (C): -0.522, atom 4 (O): -0.201, atom 5 (C): -0.267


Formula: C3H8N2OS
Source: the Open Molecules 2025 dataset
Level of theory: ωB97M-V/def2-TZVPD

Geometry as XYZ:
```
15
Properties=species:S:1:pos:R:3:forces:R:3
N -0.72143 2.03774 -0.37523 1.7 0.1 -0.7
C -1.02366 0.90403 0.36913 -1.1 -2.6 -3.1
O -2.12662 0.37806 0.49831 0.0 2.2 0.9
C 0.13659 -0.09181 0.55525 -0.5 0.4 3.0
N -0.22101 -1.19825 1.50938 -1.1 0.1 -2.0
C 0.55305 -0.76287 -0.70863 1.8 -0.3 -0.3
S 2.37433 -0.44197 -0.75144 -0.5 -0.1 -0.1
H 0.07915 1.97640 -1.07093 -1.2 0.1 1.8
H -1.26982 2.87774 -0.50410 -0.5 -0.7 0.2
H 0.88830 0.53970 1.07882 0.3 -0.8 -0.7
H -0.81913 -0.75663 2.17896 -0.2 0.2 1.0
H -0.96686 -1.72829 0.96962 1.2 0.5 0.8
H 0.09651 -0.35409 -1.56708 -0.4 0.7 -1.0
H 0.32511 -1.84566 -0.77637 0.3 0.6 0.6
H 2.69547 -1.53410 -1.40568 0.4 -0.5 -0.5
```
Positions in Å, forces in eV/Å.

The strongest force on any atom is 4.20 eV Å⁻¹. For the HOMO energy, the calculation gives -0.3408 Ha. The energy above the lowest of the compared OMol25 structures with the same formula, charge and spin comes out at 38.4 kcal/mol. Its LUMO energy is 0.66 eV. The total energy comes out at -19102.83901 eV.

Löwdin atomic charge list, values in e, 5 entries: atom 1 (N): 0.137, atom 2 (C): -0.467, atom 3 (O): 0.048, atom 4 (C): -0.469, atom 5 (N): 0.042


Formula: C3H8N2OS
Source: the Open Molecules 2025 dataset
Level of theory: ωB97M-V/def2-TZVPD

Geometry as XYZ:
```
15
Properties=species:S:1:pos:R:3:forces:R:3
C 0.72323 0.93914 -0.40437 0.4 2.7 -0.2
N 0.44714 -0.36049 -0.92564 -1.1 0.6 -0.4
N 1.28611 -1.10715 -0.50104 1.7 -3.3 -0.4
C 2.29291 -0.45423 0.32217 -0.7 2.2 -1.7
O 2.02889 0.93802 0.06807 0.7 -0.8 0.6
H 0.67265 1.73575 -1.15161 -0.4 -0.2 -0.1
H 0.03581 1.17724 0.39390 -0.5 0.0 0.2
H 1.97138 -0.74210 1.28611 0.5 -0.4 1.6
H 3.31906 -0.59909 -0.00703 -0.1 -0.7 0.4
C -2.17971 -0.45714 0.67557 -0.7 1.0 -1.0
S -2.49989 0.73195 -0.67211 -1.3 0.5 0.1
H -1.86575 -1.36572 0.26227 1.3 -1.1 -0.7
H -1.39376 0.08783 1.21099 -0.8 -1.0 1.1
H -3.17441 -0.79550 1.01009 0.6 1.1 1.1
H -1.66365 0.27149 -1.56738 0.5 -0.4 -0.5
```
Positions in Å, forces in eV/Å.

The strongest force on any atom is 3.75 eV Å⁻¹. For the HOMO energy, the calculation gives -0.3299 Ha. The energy above the lowest of the compared OMol25 structures with the same formula, charge and spin comes out at 82.7 kcal/mol. Its LUMO energy is 0.78 eV. The total energy comes out at -19100.91442 eV.

Löwdin atomic charge list, values in e, 5 entries: atom 1 (C): -0.299, atom 2 (N): 0.015, atom 3 (N): 0.037, atom 4 (C): -0.156, atom 5 (O): -0.093


Formula: C3H8N2OS
Source: the Open Molecules 2025 dataset
Level of theory: ωB97M-V/def2-TZVPD

Geometry as XYZ:
```
15
Properties=species:S:1:pos:R:3:forces:R:3
C -1.76431 0.67044 0.15096 1.1 3.0 1.4
C -0.83166 -0.07253 1.11249 0.7 -0.1 1.5
C -1.22988 0.28592 -1.16074 0.6 -3.8 0.7
N 1.51128 -1.31232 0.30705 -0.8 -0.1 0.0
N 2.80367 -0.98216 0.06942 1.7 0.6 -2.3
O 1.47835 1.41952 -0.16053 -3.4 -5.0 -0.4
S 0.46845 -0.17645 -0.15372 2.8 5.9 0.5
H -2.83261 0.49513 0.22564 -0.1 0.3 0.5
H -1.38490 1.78323 0.37500 -1.6 -2.1 -0.6
H -0.65307 0.42743 2.13057 0.4 -0.4 -1.8
H -0.91867 -1.11220 1.39943 -0.9 -0.6 -0.3
H -1.61761 -0.75696 -1.40492 0.5 1.2 -0.1
H -1.21013 0.89794 -1.99708 0.2 1.3 -1.3
H 2.84265 0.03756 -0.25979 0.2 -1.2 0.8
H 3.33843 -1.60454 -0.63377 -1.5 1.0 1.5
```
Positions in Å, forces in eV/Å.

The strongest force on any atom is 6.52 eV Å⁻¹. For the HOMO energy (spin up / spin down), the calculation gives -0.2975 / -0.2977 Ha. The energy above the lowest of the compared OMol25 structures with the same formula, charge and spin comes out at 181.7 kcal/mol. Its LUMO energy (spin up / spin down) is 0.05 / 0.05 eV. The total energy comes out at -19096.62447 eV.

Löwdin atomic charge list, values in e, 5 entries: atom 1 (C): -0.324, atom 2 (C): -0.288, atom 3 (C): -0.214, atom 4 (N): -0.359, atom 5 (N): -0.122


Formula: C3H8N2OS
Source: the Open Molecules 2025 dataset
Level of theory: ωB97M-V/def2-TZVPD

Geometry as XYZ:
```
15
Properties=species:S:1:pos:R:3:forces:R:3
C 1.19523 -0.06632 -1.03408 -0.4 0.3 0.7
C 1.14989 -0.92345 0.23636 -0.6 1.1 -1.1
C -1.25330 0.34727 0.07507 3.0 -1.2 -2.6
N 0.43803 1.11721 -1.01515 -4.7 -2.0 -0.4
N -1.64694 1.14181 1.07136 0.3 -0.7 0.5
O -1.21093 -2.31694 0.25091 -0.4 -1.2 -0.5
S -0.54087 -1.20641 0.91501 0.9 1.6 -1.3
H 2.15572 0.29329 -1.36595 1.2 -0.7 0.3
H 0.84765 -0.75948 -1.73742 -0.7 -0.6 -1.8
H 1.66393 -1.76933 -0.12045 0.5 -1.8 0.7
H 1.62461 -0.39924 1.00489 1.1 0.5 1.5
H -1.81107 0.00493 -0.85983 0.3 0.9 1.7
H 0.75572 1.66156 -0.29024 1.0 1.8 2.2
H -1.10595 0.98584 1.91386 -0.6 0.7 0.1
H -2.26173 1.88925 0.95565 -0.8 1.3 0.0
```
Positions in Å, forces in eV/Å.

The strongest force on any atom is 5.13 eV Å⁻¹. For the HOMO energy (spin up / spin down), the calculation gives -0.2959 / -0.2959 Ha. The energy above the lowest of the compared OMol25 structures with the same formula, charge and spin comes out at 114.7 kcal/mol. Its LUMO energy (spin up / spin down) is 0.54 / 0.54 eV. The total energy comes out at -19099.52936 eV.

Löwdin atomic charge list, values in e, 5 entries: atom 1 (C): -0.396, atom 2 (C): -0.311, atom 3 (C): -0.310, atom 4 (N): -0.008, atom 5 (N): 0.011